1.
This record from the OMol25 dataset describes 13 unconnected molecules or ions with the total composition C25H76N4O13. The level of theory is ωB97M-V/def2-TZVPD.

maximum force = 5.343 eV/Å
Kohn-Sham gap = 0.34401 hartree

Element x y z (Å)
C  -4.86  -1.58  1.67
C  -4.17  -2.68  0.86
O  -2.91  -2.91  1.27
H  -4.48  -0.56  1.54
H  -4.68  -1.82  2.72
H  -5.92  -1.59  1.44
H  -4.18  -2.51  -0.22
H  -4.78  -3.58  0.85
H  -2.68  -3.82  1.06
C  0.26  1.08  4.15
C  1.02  2.31  4.63
O  0.61  3.36  3.81
H  0.37  0.23  4.82
H  0.46  0.83  3.11
H  -0.81  1.28  4.27
H  2.10  2.24  4.60
H  0.66  2.53  5.63
H  0.97  3.19  2.93
C  -2.82  1.92  -3.30
C  -3.86  3.01  -2.87
O  -4.51  2.35  -1.82
H  -3.30  0.97  -3.52
H  -2.13  1.72  -2.47
H  -2.21  2.16  -4.17
H  -4.56  3.25  -3.66
H  -3.34  3.91  -2.53
H  -4.67  3.01  -1.14
C  0.78  -0.34  0.11
C  -0.69  -0.63  0.12
O  -1.06  -1.91  -0.32
H  1.33  -1.10  0.66
H  1.07  0.61  0.56
H  1.29  -0.33  -0.85
H  -1.27  0.01  -0.55
H  -1.06  -0.39  1.11
H  -1.87  -2.18  0.13
C  0.24  0.10  -5.13
C  1.07  -0.63  -4.05
O  2.22  -1.16  -4.63
H  0.23  -0.54  -6.01
H  0.74  1.01  -5.47
H  -0.78  0.33  -4.81
H  0.51  -1.42  -3.55
H  1.32  0.09  -3.27
H  1.94  -1.85  -5.25
C  0.54  3.35  -1.99
C  -0.11  4.69  -1.73
O  0.06  4.97  -0.31
H  0.21  3.03  -2.98
H  0.20  2.63  -1.25
H  1.60  3.58  -1.85
H  -1.16  4.61  -2.02
H  0.28  5.50  -2.35
H  -0.32  5.85  -0.17
C  1.73  -5.83  -1.20
C  1.07  -4.79  -0.37
O  1.07  -3.56  -1.00
H  1.02  -5.97  -2.01
H  1.81  -6.69  -0.53
H  2.75  -5.58  -1.47
H  1.62  -4.64  0.57
H  0.03  -4.93  -0.09
H  0.24  -3.16  -0.72
C  5.09  0.28  3.57
C  4.58  -0.58  2.41
O  4.78  -1.94  2.65
H  6.18  0.38  3.53
H  4.78  -0.10  4.54
H  4.61  1.25  3.43
H  4.87  -0.23  1.41
H  3.50  -0.49  2.51
H  4.40  -2.40  1.90
C  -0.26  -4.42  3.75
C  0.43  -3.24  3.02
O  0.63  -2.13  3.83
H  0.46  -4.84  4.45
H  -0.51  -5.18  3.01
H  -1.21  -4.14  4.20
H  -0.14  -2.89  2.17
H  1.42  -3.54  2.67
H  1.44  -2.21  4.35
C  3.91  2.83  0.67
C  2.86  3.63  1.46
O  1.59  3.09  1.24
H  3.91  1.82  1.10
H  4.91  3.24  0.76
H  3.73  2.79  -0.40
H  2.98  4.68  1.20
H  3.01  3.57  2.54
H  1.11  3.76  0.76
C  -3.28  -2.71  -4.03
O  -2.71  -3.58  -4.60
N  -4.48  -2.33  -4.35
N  -2.85  -2.22  -2.90
H  -4.92  -1.57  -3.86
H  -4.97  -2.70  -5.15
H  -1.93  -2.38  -2.52
H  -3.48  -1.64  -2.37
C  4.82  -2.10  -1.29
O  4.83  -2.56  -0.18
N  3.69  -1.91  -1.89
N  5.88  -1.72  -2.00
H  2.89  -2.43  -1.57
H  3.74  -1.50  -2.81
H  5.88  -1.21  -2.88
H  6.79  -1.96  -1.64
C  -2.61  4.43  1.98
C  -3.14  3.38  0.94
C  -3.14  1.94  1.34
O  -4.49  3.76  0.64
H  -1.56  4.20  2.16
H  -3.19  4.53  2.89
H  -2.61  5.43  1.55
H  -2.64  3.44  -0.02
H  -2.08  1.74  1.49
H  -3.53  1.25  0.60
H  -3.69  1.70  2.25
H  -4.50  4.72  0.57

=====

2.
This record from the OMol25 dataset describes a molecular structure, C26H11BCl80N3O2S. The level of theory is ωB97M-V/def2-TZVPD.

net charge = +1
maximum force = 6.274 eV/Å
Kohn-Sham gap = 0.25616 hartree

Element x y z (Å)
C  3.32  1.16  -1.16
N  2.27  1.99  -1.85
C  1.34  2.68  -0.89
C  -0.11  1.96  -0.66
C  -0.81  0.99  -1.77
C  -2.24  0.51  -1.22
B  -3.16  -0.45  -2.21
O  -4.66  -0.34  -2.23
O  -2.56  -1.45  -3.12
N  -2.76  0.88  0.10
N  -2.26  1.66  1.08
C  -0.98  2.19  0.65
S  -0.20  3.38  1.94
H  4.28  1.86  -1.04
H  3.02  0.85  -0.05
H  3.68  0.21  -1.75
H  1.79  1.50  -2.62
H  1.13  3.77  -1.34
H  1.96  2.87  0.10
H  -0.36  0.69  -2.80
H  -5.05  -1.22  -1.87
H  -1.66  -1.15  -3.44
H  -3.71  0.46  0.35
H  0.47  2.52  2.87
C  0.15  -1.70  1.00
Cl  -1.13  -2.04  2.19
Cl  0.40  -3.14  -0.02
Cl  -0.34  -0.33  -0.03
Cl  1.66  -1.30  1.85
C  2.55  4.03  5.46
Cl  1.58  5.06  4.38
Cl  3.08  4.98  6.87
Cl  1.57  2.65  6.00
Cl  3.98  3.43  4.57
C  3.45  6.52  -1.56
Cl  2.17  6.18  -0.37
Cl  3.70  5.08  -2.58
Cl  2.96  7.89  -2.58
Cl  4.96  6.92  -0.71
C  -2.55  2.29  4.99
Cl  -4.22  2.65  4.49
Cl  -1.47  3.62  4.49
Cl  -2.49  2.10  6.76
Cl  -2.02  0.77  4.21
C  4.05  1.20  9.21
Cl  2.77  0.86  10.40
Cl  4.30  -0.24  8.19
Cl  3.56  2.57  8.18
Cl  5.56  1.59  10.06
C  5.55  -0.16  -4.70
Cl  5.89  -0.49  -6.42
Cl  7.02  -0.45  -3.74
Cl  5.04  1.53  -4.51
Cl  4.25  -1.24  -4.14
C  -5.55  -1.70  -5.43
Cl  -3.86  -1.69  -6.01
Cl  -6.65  -1.85  -6.82
Cl  -5.79  -3.08  -4.33
Cl  -5.90  -0.18  -4.56
C  6.35  6.28  -5.21
Cl  5.99  6.91  -3.58
Cl  6.96  4.61  -5.07
Cl  4.86  6.29  -6.19
Cl  7.58  7.30  -5.98
C  -0.85  2.31  10.40
Cl  0.56  2.64  9.36
Cl  -1.86  1.04  9.65
Cl  -0.29  1.75  12.00
Cl  -1.81  3.79  10.60
C  -9.55  -4.12  -5.51
Cl  -8.13  -4.93  -6.20
Cl  -10.52  -5.31  -4.59
Cl  -9.02  -2.82  -4.41
Cl  -10.54  -3.43  -6.82
C  4.56  -4.11  7.09
Cl  3.54  -4.17  8.55
Cl  4.69  -2.42  6.53
Cl  6.18  -4.74  7.46
Cl  3.82  -5.10  5.80
C  7.56  -2.04  11.14
Cl  9.24  -2.02  10.56
Cl  6.45  -2.19  9.75
Cl  7.32  -3.42  12.24
Cl  7.21  -0.52  12.01
C  6.96  1.26  1.43
Cl  5.71  1.96  2.49
Cl  6.37  -0.29  0.77
Cl  7.31  2.38  0.10
Cl  8.44  0.97  2.37
C  6.96  11.44  -4.60
Cl  7.30  11.11  -6.32
Cl  8.43  11.15  -3.64
Cl  6.44  13.13  -4.41
Cl  5.66  10.36  -4.04
C  3.96  -5.71  12.17
Cl  3.49  -3.99  12.15
Cl  5.45  -5.94  11.23
Cl  4.23  -6.22  13.86
Cl  2.65  -6.68  11.46
C  -5.04  -2.59  2.11
Cl  -6.80  -2.37  2.34
Cl  -4.63  -2.36  0.40
Cl  -4.16  -1.39  3.10
Cl  -4.58  -4.23  2.62
C  -7.74  -8.75  -4.74
Cl  -9.50  -8.53  -4.51
Cl  -7.33  -8.52  -6.46
Cl  -6.86  -7.55  -3.76
Cl  -7.28  -10.39  -4.23
C  -8.04  -11.18  -9.72
Cl  -9.71  -10.81  -10.22
Cl  -6.97  -9.84  -10.21
Cl  -7.98  -11.36  -7.94
Cl  -7.51  -12.69  -10.49
C  2.46  5.21  -9.81
Cl  0.93  6.08  -9.52
Cl  3.03  4.49  -8.28
Cl  2.19  3.91  -11.00
Cl  3.68  6.34  -10.43
C  -13.74  -3.96  -9.14
Cl  -14.11  -3.32  -7.51
Cl  -13.13  -5.62  -9.01
Cl  -15.23  -3.94  -10.12
Cl  -12.51  -2.93  -9.91

=====

3.
This record from the OMol25 dataset describes a molecular structure, C26H12AlB5Br6O42V. The level of theory is ωB97M-V/def2-TZVPD.

net charge = -1
maximum force = 8.690 eV/Å
Kohn-Sham gap = 0.04525 hartree

Element x y z (Å)
O  -0.06  -10.54  0.24
V  -0.54  -9.42  -0.63
O  -1.07  -10.05  -2.04
Al  -6.12  2.32  -2.84
O  -7.96  -2.84  -1.05
C  -7.70  -3.54  -0.02
O  -7.80  -4.87  0.29
B  -7.01  -5.16  1.48
O  -6.69  -3.82  2.10
C  -7.02  -2.90  1.18
O  -6.64  -1.77  1.09
O  -7.53  -6.19  2.44
C  -6.88  -7.34  2.24
O  -7.30  -8.48  2.58
C  -5.68  -7.03  1.40
O  -5.67  -5.78  1.14
O  -4.83  -7.80  1.02
O  2.75  6.92  -0.83
C  1.86  7.14  -0.02
O  1.31  6.18  0.78
B  0.09  6.88  1.33
O  0.35  8.33  1.05
C  1.27  8.47  0.18
O  1.64  9.59  -0.34
O  -0.17  6.44  2.68
C  -1.46  6.04  2.76
O  -2.14  5.86  3.80
C  -2.00  6.01  1.32
O  -1.01  6.27  0.52
O  -3.04  5.52  0.91
O  -0.88  0.81  -0.74
C  -0.09  0.20  -0.05
O  -0.39  -0.47  1.04
B  0.79  -1.31  1.43
O  1.89  -0.58  0.76
C  1.48  0.22  -0.20
O  2.16  0.84  -1.05
O  0.77  -1.53  2.89
C  0.55  -2.67  3.19
O  0.56  -3.18  4.28
C  0.40  -3.49  1.90
O  0.62  -2.67  0.88
O  0.06  -4.66  1.73
O  0.50  4.37  -7.45
C  -0.14  4.75  -8.46
O  0.39  5.50  -9.46
B  -0.69  5.96  -10.37
O  -1.94  5.36  -9.88
C  -1.70  4.61  -8.69
O  -2.50  4.09  -7.89
O  -0.35  5.49  -11.69
C  -0.06  6.52  -12.40
O  0.48  6.62  -13.55
C  -0.30  7.83  -11.49
O  -0.80  7.39  -10.45
O  -0.01  8.99  -11.75
O  -2.46  -2.28  -4.07
C  -1.53  -2.61  -4.78
O  -0.99  -1.97  -5.77
B  0.23  -2.66  -6.17
O  0.18  -3.95  -5.41
C  -0.74  -3.90  -4.58
O  -0.96  -4.72  -3.66
O  1.40  -1.83  -5.96
C  2.04  -1.47  -7.08
O  2.82  -0.49  -7.20
C  1.23  -2.25  -8.18
O  0.25  -2.96  -7.67
O  1.34  -2.00  -9.39
Br  1.89  2.59  6.79
C  0.32  1.74  7.75
C  0.29  2.50  8.99
Br  -1.07  1.97  10.34
H  0.37  0.66  7.91
H  -0.49  1.90  7.04
H  0.17  3.56  8.77
H  1.23  2.25  9.48
Br  1.69  -4.39  11.00
C  3.57  -3.73  11.29
C  4.01  -3.36  9.85
Br  5.68  -2.12  9.77
H  4.15  -4.54  11.74
H  3.60  -2.84  11.91
H  3.23  -2.80  9.33
H  4.22  -4.29  9.33
Br  7.94  -3.36  3.65
C  7.02  -1.72  2.82
C  8.09  -0.61  2.63
Br  7.35  0.89  1.55
H  6.12  -1.37  3.33
H  6.77  -2.07  1.81
H  8.86  -1.04  1.99
H  8.46  -0.17  3.56

=====

4.
This record from the OMol25 dataset describes a molecular structure, C26H15Cl3NO6S3Sn. The level of theory is ωB97M-V/def2-TZVPD.

net charge = +1
maximum force = 0.185 eV/Å
Kohn-Sham gap (spin up / spin down) = 0.22049 / 0.20210 hartree

Element x y z (Å)
Sn  -0.08  -2.73  1.55
Cl  5.23  2.39  2.55
C  3.91  1.36  2.84
C  4.08  -0.03  2.68
C  3.01  -0.85  2.86
Cl  3.18  -2.55  2.72
C  1.68  -0.33  3.17
O  0.67  -1.06  3.20
C  1.61  1.10  3.45
Cl  0.14  1.72  4.03
C  2.69  1.91  3.25
H  5.05  -0.43  2.41
H  2.61  2.98  3.42
O  -1.84  -2.06  0.75
C  -2.51  -1.30  -0.20
C  -4.00  -1.40  0.07
C  -5.06  -0.85  -0.65
C  -6.29  -1.06  -0.02
C  -6.16  -1.75  1.16
S  -4.54  -2.17  1.51
C  -2.19  -1.63  -1.63
C  -2.87  -2.48  -2.45
C  -2.28  -2.62  -3.73
C  -1.15  -1.87  -3.86
S  -0.81  -0.98  -2.44
C  -2.46  0.17  0.12
C  -2.58  1.27  -0.73
C  -2.52  2.48  -0.05
C  -2.39  2.29  1.32
S  -2.33  0.67  1.78
H  -4.92  -0.33  -1.59
H  -7.24  -0.73  -0.42
H  -6.95  -2.07  1.82
H  -3.77  -3.00  -2.14
H  -2.67  -3.25  -4.51
H  -0.51  -1.78  -4.72
H  -2.66  1.17  -1.81
H  -2.54  3.45  -0.52
H  -2.31  3.06  2.07
O  0.37  0.17  0.45
C  1.25  -0.57  0.01
O  1.27  -1.85  0.19
C  2.43  0.00  -0.72
C  3.41  -0.81  -1.27
C  4.53  -0.24  -1.87
C  4.68  1.14  -1.90
C  3.68  1.92  -1.33
C  2.55  1.38  -0.76
N  3.85  3.39  -1.32
O  4.87  3.84  -1.79
O  2.96  4.04  -0.82
H  3.30  -1.89  -1.22
H  5.29  -0.87  -2.30
H  5.54  1.61  -2.34
H  1.80  2.02  -0.33

=====

5.
This record from the OMol25 dataset describes a molecular structure, C26H16Br2NO2STi. The level of theory is ωB97M-V/def2-TZVPD.

net charge = +1
maximum force = 0.935 eV/Å
Kohn-Sham gap = 0.26587 hartree

Element x y z (Å)
Ti  0.12  -0.42  0.19
Br  -2.30  -1.42  -0.69
C  -1.82  -1.43  -2.55
C  -2.69  -1.95  -3.45
C  -2.33  -1.94  -4.81
C  -1.14  -1.41  -5.20
C  -0.24  -0.86  -4.26
C  1.01  -0.32  -4.66
C  1.87  0.19  -3.74
C  1.53  0.19  -2.37
C  0.34  -0.32  -1.90
C  -0.57  -0.86  -2.88
H  -3.63  -2.37  -3.13
H  -3.02  -2.35  -5.54
H  -0.86  -1.39  -6.25
H  1.26  -0.33  -5.71
H  2.83  0.60  -4.05
H  2.26  0.62  -1.69
S  4.22  0.18  1.75
C  3.72  1.76  1.32
C  2.46  1.78  0.79
C  1.86  0.49  0.74
C  2.71  -0.47  1.23
C  2.34  -1.87  1.33
C  3.14  -2.89  1.84
C  2.65  -4.18  1.88
C  1.37  -4.45  1.41
C  0.62  -3.41  0.92
N  1.09  -2.15  0.88
H  4.38  2.59  1.48
H  1.97  2.69  0.47
H  4.13  -2.66  2.20
H  3.26  -4.98  2.28
H  0.96  -5.45  1.43
H  -0.38  -3.56  0.54
Br  -1.97  3.89  3.79
C  -1.50  3.77  1.97
C  -1.19  4.95  1.30
C  -0.81  4.92  -0.03
C  -0.73  3.71  -0.71
C  -1.03  2.54  -0.04
C  -1.42  2.55  1.30
C  -1.75  1.24  1.95
O  -2.59  1.04  2.78
O  -0.95  0.24  1.51
H  -1.24  5.88  1.84
H  -0.58  5.85  -0.53
H  -0.44  3.68  -1.75
H  -1.00  1.61  -0.59